Below is one molecule with the formula C4H10N2O at a distorted geometry, with properties calculated with ωB97M-V/def2-TZVPD.

Output
**Kohn-Sham gap**: 0.3661 Eh
**Net charge**: 0
**SMILES**: C[C@H](N)CC(N)=O
**2S+1**: 1
**HOMO energy**: -9.1 eV
**Energy relative to the best compared isomer or geometry (same formula, charge and spin)**: 32.4 kcal/mol

Last column: Löwdin charge in e.
Atoms and positions in Å:
C (-1.5094, -0.4727, 0.5298)  -0.06
C (-0.5100, 0.5857, 0.1360)  -0.48
N (-1.1317, 1.8254, -0.2993)  0.04
C (0.6068, 0.1313, -0.8033)  -0.10
C (1.1782, -1.1945, -0.2975)  -0.51
N (2.2297, -1.1044, 0.6667)  0.10
O (0.7086, -2.2391, -0.6274)  0.12
H (-2.3143, 0.0166, 1.0900)  0.08
H (-1.0979, -1.2045, 1.2152)  0.08
H (-1.9393, -0.9797, -0.3354)  0.09
H (0.0111, 0.8664, 1.0681)  0.12
H (-2.1308, 1.7903, -0.4141)  0.06
H (-0.6738, 2.2815, -1.0712)  0.06
H (0.2146, -0.0254, -1.8085)  0.12
H (1.3719, 0.9054, -0.8744)  0.11
H (3.0422, -0.5966, 0.3339)  0.08
H (1.9441, -0.5856, 1.4914)  0.08